1.
Computed, not measured: a structure of composition C4H12KO10PV, with ωB97M-V with the def2-TZVPD basis set.

Last column: Löwdin charge in e.
Positions of all 29 atoms, in Å:
K (10.078, -32.317, 2.998)  0.827
O (9.664, -36.824, 5.209)  -0.389
V (9.450, -35.271, 5.525)  0.918
O (10.664, -34.451, 4.926)  -0.466
P (8.020, -34.742, 2.349)  -0.047
O (9.054, -35.309, 1.364)  -0.348
O (7.851, -33.365, 1.671)  -0.415
O (8.281, -34.752, 3.876)  -0.434
O (6.721, -35.316, 1.723)  -0.337
C (11.761, -37.005, 2.179)  -0.266
C (12.442, -35.727, 1.641)  -0.224
O (11.608, -34.552, 1.612)  -0.166
O (10.763, -37.540, 1.326)  -0.096
H (11.245, -36.804, 3.130)  0.091
H (12.453, -37.775, 2.535)  0.108
H (12.717, -36.042, 0.626)  0.108
H (13.328, -35.429, 2.204)  0.098
H (10.673, -34.850, 1.457)  0.011
H (10.050, -36.846, 1.328)  0.049
C (13.789, -32.244, 4.295)  -0.222
C (13.996, -32.183, 2.767)  -0.229
O (15.371, -32.022, 2.493)  -0.061
O (12.422, -31.969, 4.606)  -0.138
H (14.472, -31.547, 4.790)  0.113
H (14.110, -33.236, 4.627)  0.126
H (13.486, -31.300, 2.368)  0.123
H (13.560, -33.077, 2.321)  0.102
H (15.554, -31.109, 2.277)  0.080
H (12.370, -32.156, 5.549)  0.084

Calculated values
Charge = -1
LUMO = 0.235 eV
Gap between HOMO and LUMO = 2.88 eV


2.
Computed, not measured: a cluster of 8 separate species, C22H55Br3ClF2N7O19P2S2 in total, with ωB97M-V with the def2-TZVPD basis set.

Last column: Löwdin charge in e.
Positions of all 113 atoms, in Å:
N (2.806, -3.659, 0.145)  -0.215
S (4.045, -3.251, -0.659)  0.465
O (4.527, -4.154, -1.709)  -0.327
O (5.016, -2.409, 0.086)  -0.323
F (3.211, -2.141, -1.533)  -0.226
S (3.560, -5.086, 0.692)  0.539
O (4.912, -5.087, 1.213)  -0.302
O (3.142, -6.257, -0.057)  -0.319
F (2.642, -5.173, 1.984)  -0.206
Cl (0.514, 1.086, -1.891)  0.615
O (-0.365, 0.743, -0.817)  -0.346
O (-0.211, 1.547, -3.047)  -0.401
O (1.367, 2.145, -1.507)  -0.385
O (1.293, -0.126, -2.251)  -0.361
C (2.917, 5.525, -0.930)  -1.400
Br (4.584, 5.097, -2.039)  0.476
Br (2.035, 7.232, -1.433)  0.537
Br (3.399, 5.547, 1.008)  0.555
H (2.309, 4.640, -1.120)  -0.039
O (-0.133, 0.276, 2.289)  -0.227
P (-0.598, 1.192, 3.314)  0.568
N (-2.198, 1.657, 3.074)  -0.298
C (-2.938, 2.182, 4.244)  -0.140
C (-2.644, 2.149, 1.750)  -0.060
N (0.190, 2.708, 3.336)  -0.256
C (1.043, 3.283, 2.308)  -0.134
C (-0.035, 3.697, 4.453)  -0.112
N (-0.406, 0.541, 4.953)  -0.275
C (0.877, 0.778, 5.660)  -0.127
C (-1.260, -0.589, 5.563)  -0.085
H (-3.919, 1.716, 4.158)  0.069
H (-2.990, 3.262, 4.108)  0.066
H (-2.603, 2.118, 5.279)  0.059
H (-2.033, 3.031, 1.559)  0.062
H (-3.673, 2.507, 1.785)  0.081
H (-2.704, 1.336, 1.027)  0.076
H (0.803, 2.813, 1.354)  0.082
H (0.896, 4.357, 2.195)  0.032
H (2.089, 3.147, 2.582)  0.042
H (-0.584, 4.550, 4.055)  0.062
H (-0.671, 3.280, 5.234)  0.047
H (0.843, 4.122, 4.940)  0.071
H (0.702, 1.598, 6.356)  0.056
H (1.153, -0.038, 6.326)  0.068
H (1.718, 0.933, 4.984)  0.073
H (-0.667, -1.455, 5.858)  0.068
H (-1.877, -1.087, 4.815)  0.055
H (-1.831, -0.164, 6.389)  0.060
O (-0.139, -3.396, -1.994)  -0.248
P (-0.423, -4.026, -3.311)  0.578
N (0.443, -5.465, -3.496)  -0.298
C (0.280, -6.293, -4.692)  -0.130
C (1.604, -5.709, -2.670)  -0.118
N (-0.153, -2.969, -4.646)  -0.282
C (1.077, -3.021, -5.449)  -0.118
C (-0.886, -1.660, -4.736)  -0.078
N (-1.995, -4.590, -3.610)  -0.289
C (-2.884, -4.744, -2.490)  -0.138
C (-2.503, -5.017, -4.989)  -0.102
H (0.039, -5.710, -5.580)  0.051
H (-0.559, -6.943, -4.444)  0.064
H (1.137, -6.942, -4.869)  0.079
H (2.471, -5.146, -3.014)  0.075
H (1.736, -6.790, -2.618)  0.083
H (1.576, -5.342, -1.645)  0.050
H (0.935, -2.393, -6.329)  0.065
H (1.966, -2.640, -4.946)  0.084
H (1.318, -4.017, -5.821)  0.053
H (-0.740, -1.198, -5.713)  0.070
H (-1.939, -1.809, -4.498)  0.058
H (-0.492, -0.952, -4.008)  0.056
H (-2.333, -4.648, -1.554)  0.080
H (-3.659, -3.980, -2.537)  0.065
H (-3.398, -5.706, -2.491)  0.068
H (-3.568, -4.818, -5.106)  0.063
H (-2.438, -6.100, -5.098)  0.048
H (-1.975, -4.616, -5.854)  0.064
C (-1.325, 4.344, -0.856)  -0.067
O (-1.247, 5.741, -0.859)  -0.032
C (-1.234, 6.308, 0.409)  -0.536
O (-1.126, 5.698, 1.467)  0.079
O (-1.586, 7.604, 0.352)  -0.023
C (-1.916, 8.312, 1.598)  -0.015
H (-0.624, 3.837, -0.193)  0.076
H (-1.088, 3.919, -1.832)  0.093
H (-2.346, 4.037, -0.631)  0.098
H (-1.096, 8.986, 1.845)  0.086
H (-2.182, 7.611, 2.389)  0.090
H (-2.704, 9.039, 1.398)  0.081
C (-4.177, -1.531, 2.312)  0.010
O (-4.414, -0.897, 0.961)  -0.017
C (-3.509, -0.949, -0.002)  -0.598
O (-2.337, -1.362, 0.094)  0.130
O (-4.149, -0.453, -1.055)  -0.009
C (-3.577, -0.430, -2.290)  -0.081
H (-4.057, -2.601, 2.142)  0.088
H (-5.003, -1.480, 3.021)  0.073
H (-3.375, -1.147, 2.943)  0.063
H (-2.725, 0.227, -2.466)  0.097
H (-4.252, -0.500, -3.143)  0.092
H (-3.184, -1.444, -2.359)  0.077
C (4.589, 0.713, -0.827)  -0.034
O (4.471, 0.986, 0.582)  -0.040
C (3.307, 0.706, 1.223)  -0.575
O (2.357, 0.084, 0.756)  0.134
O (3.460, 0.842, 2.531)  0.001
C (4.426, 1.880, 2.972)  -0.047
H (4.348, 1.556, -1.473)  0.074
H (3.889, -0.086, -1.071)  0.059
H (5.577, 0.337, -1.091)  0.088
H (5.477, 1.594, 2.953)  0.085
H (4.186, 2.259, 3.965)  0.077
H (4.395, 2.782, 2.361)  0.050

Calculated values
Charge = -2
LUMO = 2.996 eV
Gap between HOMO and LUMO = 6.64 eV


3.
Computed, not measured: the molecule C22H29N3O4S, with ωB97M-V with the def2-TZVPD basis set.

Last column: Löwdin charge in e.
Positions of all 59 atoms, in Å:
C (-4.468, -1.323, 2.094)  -0.079
H (-3.527, -0.995, 2.527)  0.069
H (-5.277, -0.961, 2.723)  0.065
H (-4.494, -2.410, 2.084)  0.068
C (-4.609, -0.776, 0.674)  -0.254
N (-4.557, 0.677, 0.675)  -0.204
C (-3.624, 1.254, -0.269)  -0.212
H (-3.867, 2.311, -0.392)  0.125
C (-2.191, 1.135, 0.258)  -0.149
H (-2.100, 1.721, 1.174)  0.129
H (-1.985, 0.093, 0.499)  0.093
C (-1.183, 1.623, -0.778)  -0.122
N (0.173, 1.572, -0.292)  0.013
C (1.059, 2.576, -0.405)  -0.380
O (0.885, 3.714, -0.803)  0.087
C (2.368, 2.048, 0.074)  -0.192
C (2.228, 0.755, 0.424)  -0.051
C (3.167, -0.194, 1.038)  -0.363
O (2.778, -1.033, 1.836)  0.104
C (4.563, -0.086, 0.644)  -0.364
C (5.667, -0.580, 1.313)  -0.339
N (6.847, -0.348, 0.696)  0.088
C (6.719, 0.275, -0.424)  -0.612
S (5.070, 0.675, -0.834)  1.136
C (7.846, 0.643, -1.310)  -0.079
H (7.693, 0.236, -2.308)  0.078
H (7.918, 1.727, -1.396)  0.080
H (8.770, 0.253, -0.894)  0.083
C (5.654, -1.306, 2.607)  -0.016
H (6.524, -1.020, 3.193)  0.083
H (4.736, -1.103, 3.151)  0.073
H (5.706, -2.378, 2.420)  0.094
C (0.782, 0.361, 0.233)  -0.137
C (0.625, -0.803, -0.692)  -0.217
C (1.336, -1.191, -1.787)  0.011
C (0.701, -2.362, -2.272)  -0.012
C (-0.351, -2.603, -1.440)  -0.318
O (-0.403, -1.655, -0.479)  0.084
C (-1.383, -3.672, -1.430)  -0.006
H (-2.377, -3.247, -1.571)  0.079
H (-1.184, -4.381, -2.228)  0.084
H (-1.375, -4.195, -0.475)  0.086
H (0.994, -2.943, -3.122)  0.109
H (2.202, -0.708, -2.191)  0.111
H (0.331, 0.091, 1.197)  0.177
O (3.411, 2.877, 0.115)  0.070
H (3.091, 3.742, -0.202)  0.129
H (-1.266, 1.011, -1.687)  0.137
H (-1.374, 2.666, -1.046)  0.133
H (-3.683, 0.778, -1.264)  0.128
C (-5.850, 1.324, 0.731)  -0.250
C (-6.663, 1.313, -0.571)  -0.084
H (-7.625, 1.790, -0.407)  0.069
H (-6.139, 1.852, -1.357)  0.064
H (-6.839, 0.294, -0.911)  0.062
H (-5.687, 2.362, 1.039)  0.114
H (-6.426, 0.833, 1.519)  0.111
H (-5.548, -1.144, 0.238)  0.109
H (-3.792, -1.166, 0.062)  0.104

Calculated values
SMILES = CCN(CC)CCCN1C(=O)C(O)=C(C(=O)c2sc(C)nc2C)[C@@H]1c1ccc(C)o1
LUMO = -0.196 eV
Gap between HOMO and LUMO = 8.06 eV


Per-record relative energy (zero: lowest compared OMol25 entry of this formula, charge and spin), kcal per mole: 26.1 88.8 38.4
Per-record E_tot, eV: -76119.540 -341363.558 -46780.294